Entry from the OMol25 dataset: a molecular structure, C47H46N7P2S3Se2V in a non-equilibrium geometry (ωB97M-V/def2-TZVPD).

The multiplicity is 3. The strongest force on any atom is 1.9 eV/Å. The energy is -267371.253 eV. Its energy above the lowest of the compared OMol25 structures with the same formula, charge and spin is 111.0 kJ/mol. Its expectation value of S² is 2.02. The value obtained for the orbital gap (alpha / beta) is 0.215 / 0.204 Ha. The charge is +2.

Last column: Mulliken spin population.
Element x y z (Å)
V  -1.822  0.233  1.234  1.938
C  1.720  -0.934  5.467  0.001
C  0.347  -0.771  6.122  -0.001
S  -1.009  -0.339  4.999  0.011
C  -1.986  -1.845  4.844  0.006
C  -1.392  -2.969  4.003  -0.002
S  -0.962  -2.490  2.305  -0.010
C  0.771  -2.993  2.165  0.000
C  1.841  -2.154  2.863  0.005
S  2.006  -2.512  4.636  0.000
H  2.486  -0.879  6.241  0.000
H  1.920  -0.123  4.766  0.000
H  0.389  0.054  6.835  0.000
H  0.068  -1.665  6.685  0.000
H  -2.941  -1.505  4.435  0.000
H  -2.197  -2.231  5.843  0.000
H  -2.086  -3.808  3.941  -0.001
H  -0.469  -3.310  4.462  -0.001
H  0.942  -2.999  1.085  0.000
H  0.813  -4.033  2.493  0.000
H  1.666  -1.090  2.737  -0.002
H  2.805  -2.384  2.407  0.000
C  -5.233  -2.472  1.360  -0.005
C  -6.181  -1.636  1.909  0.014
C  -5.805  -0.369  2.337  0.001
C  -4.503  0.028  2.179  0.041
N  -3.581  -0.754  1.554  -0.057
C  -3.945  -2.001  1.182  0.040
C  -3.937  1.264  2.819  0.031
C  -4.673  2.173  3.533  0.003
C  -4.010  3.187  4.216  0.011
C  -2.632  3.253  4.177  -0.008
C  -1.948  2.324  3.423  0.038
N  -2.591  1.354  2.752  -0.053
H  -5.475  -3.480  1.050  0.000
H  -7.206  -1.967  2.031  0.000
H  -6.524  0.288  2.810  0.000
H  -3.182  -2.602  0.722  0.002
H  -5.749  2.095  3.578  0.000
H  -4.577  3.906  4.796  0.000
H  -2.083  4.010  4.721  0.000
H  -0.868  2.318  3.352  0.000
Se  5.139  1.302  0.659  -0.001
P  3.810  0.453  -0.686  0.003
C  3.621  1.386  -2.223  0.000
C  3.733  2.776  -2.163  -0.001
C  3.626  3.532  -3.323  0.000
C  3.414  2.908  -4.550  0.000
C  3.305  1.527  -4.617  0.000
C  3.409  0.768  -3.455  0.000
C  4.254  -1.221  -1.160  0.000
C  5.355  -1.393  -2.003  0.000
C  5.843  -2.667  -2.257  0.000
C  5.253  -3.773  -1.655  0.000
C  4.169  -3.605  -0.808  0.000
C  3.666  -2.331  -0.567  0.001
C  2.065  0.324  0.004  -0.002
C  0.818  -0.123  -0.438  0.013
N  -0.008  0.045  0.613  -0.020
N  0.643  0.585  1.640  0.032
N  1.889  0.765  1.296  0.003
P  -0.086  -0.636  -1.911  -0.016
Se  -2.135  -0.931  -1.220  -0.036
C  0.548  -2.136  -2.615  0.000
C  0.272  -3.344  -1.964  -0.001
C  0.753  -4.529  -2.489  0.000
C  1.513  -4.514  -3.655  0.000
C  1.786  -3.320  -4.304  0.000
C  1.297  -2.125  -3.791  0.000
C  -0.017  0.681  -3.107  0.001
C  0.431  1.947  -2.746  0.002
C  0.325  2.995  -3.650  0.000
C  -0.225  2.779  -4.907  0.000
C  -0.677  1.515  -5.269  0.000
C  -0.585  0.465  -4.369  -0.003
H  3.950  3.248  -1.212  0.000
H  3.738  4.610  -3.276  0.000
H  3.355  3.501  -5.457  0.000
H  3.162  1.039  -5.576  0.000
H  3.365  -0.312  -3.515  0.000
H  5.850  -0.532  -2.436  0.000
H  6.702  -2.795  -2.905  0.000
H  5.649  -4.766  -1.839  0.000
H  3.721  -4.466  -0.324  0.000
H  2.832  -2.201  0.111  -0.002
H  -0.342  -3.355  -1.070  0.007
H  0.530  -5.469  -1.997  0.000
H  1.891  -5.444  -4.063  0.000
H  2.370  -3.316  -5.216  0.000
H  1.489  -1.196  -4.311  0.000
H  0.884  2.117  -1.778  -0.001
H  0.692  3.978  -3.377  0.000
H  -0.295  3.599  -5.614  0.000
H  -1.108  1.350  -6.250  0.000
H  -0.963  -0.513  -4.649  -0.001
N  -2.953  5.766  -1.400  0.006
C  -2.678  4.544  -0.912  0.007
C  -1.442  4.254  -0.303  -0.003
C  -1.213  3.000  0.189  0.046
N  -2.108  1.983  0.117  -0.069
C  -3.286  2.269  -0.491  0.042
C  -3.609  3.492  -1.002  -0.001
H  -2.288  6.515  -1.336  0.000
H  -3.837  5.969  -1.832  0.000
H  -0.666  5.007  -0.223  0.000
H  -0.261  2.770  0.653  -0.006
H  -3.976  1.443  -0.595  -0.001
H  -4.566  3.632  -1.492  0.000


Entry from the OMol25 dataset: a single CH2N4O molecule in a non-equilibrium geometry (ωB97M-V/def2-TZVPD).

The strongest force on any atom is 1.2 eV/Å. The energy is -9072.659 eV. Its energy above the lowest of the compared OMol25 structures with the same formula, charge and spin is 351.1 kJ/mol. The value obtained for the orbital gap (alpha / beta) is 0.300 / 0.300 Ha. The charge is 0.

Last column: natural (NBO) charge in e.
Element x y z (Å)
N  -0.470  -1.441  -0.537  -0.844
C  0.008  -0.258  -0.414  0.437
N  0.634  0.778  -1.042  -0.235
O  0.762  1.742  -0.041  -0.083
N  0.281  1.375  1.111  0.215
N  -0.161  0.202  0.896  -0.318
H  -0.433  -1.889  -1.433  0.367
H  -0.622  -0.509  1.460  0.460


Entry from the OMol25 dataset: 2 unconnected molecules or ions with the total composition C7H10O in a non-equilibrium geometry (ωB97M-V/def2-TZVPD).

The strongest force on any atom is 4.3 eV/Å. The energy is -9464.659 eV. As for the structure (SMILES): C#CCC(C)=O.C=C. Its energy above the lowest of the compared OMol25 structures with the same formula, charge and spin is 376.5 kJ/mol. The value obtained for the orbital gap is 0.390 Ha. The charge is 0.

Last column: natural (NBO) charge in e.
Element x y z (Å)
C  0.920  0.567  0.260  0.006
C  2.333  0.969  0.588  -0.590
C  -0.200  0.266  -0.048  -0.267
C  3.454  0.189  -0.115  0.601
C  3.222  -1.304  -0.150  -0.732
C  -4.707  0.680  0.022  -0.392
C  -4.241  -0.451  -0.476  -0.401
O  4.405  0.754  -0.578  -0.509
H  2.222  0.682  1.628  0.261
H  -1.248  0.100  -0.009  0.240
H  4.136  -1.925  -0.150  0.243
H  2.654  -1.615  -1.130  0.255
H  2.595  -1.634  0.641  0.226
H  -4.371  1.721  -0.371  0.206
H  -5.533  0.564  0.722  0.195
H  2.326  2.124  0.482  0.264
H  -4.665  -1.334  -0.131  0.199
H  -3.303  -0.351  -1.186  0.195


Q: Among the records above, which one has the highest charge?
A: C47H46N7P2S3Se2V


Q: Which of these has the highest energy?
A: CH2N4O


Q: The lowest energy belongs to which entry?
A: C47H46N7P2S3Se2V